# 1
Molecular formula: C34H77F3GaN2O14
Method: DFT, ωB97M-V/def2-TZVPD

Structure (ORCA input):
```
! wB97M-V def2-TZVPD RIJCOSX def2/J DEFGRID3
* xyz -1 1
H -2.90 8.98 2.95
H -4.65 6.73 -0.39
H 1.28 2.62 -4.67
H 0.07 10.66 7.26
H -2.91 2.16 -1.63
C -0.39 0.43 -1.58
O -2.88 4.34 1.24
H 0.67 -5.51 3.68
H -2.20 8.50 7.95
C -2.42 8.50 3.81
H -2.48 5.85 0.00
H 8.99 -3.60 -8.19
H 7.35 0.18 -4.29
H -0.01 3.56 0.12
H -3.41 -8.14 3.28
C -3.90 2.14 0.67
C 8.66 -3.45 -7.16
H 2.19 -4.66 3.59
H 6.36 0.50 -6.13
O 1.88 1.04 -3.53
H -4.29 6.71 1.34
H -2.66 4.96 4.26
H -2.92 1.74 0.40
H -3.63 -6.93 4.56
H 2.77 -5.64 1.71
C -0.45 10.36 6.34
H -4.09 7.95 6.61
N -3.92 -6.21 2.61
H -1.42 4.81 5.50
O -1.20 6.44 4.31
H -5.80 6.02 2.65
H -0.74 1.59 0.19
H -2.59 -6.37 0.35
H -3.19 2.85 2.53
C -4.00 2.16 -1.71
H -7.16 6.52 1.60
H 1.51 -7.50 0.73
H -0.93 2.84 -3.80
H 1.44 3.24 1.11
C 1.20 -7.09 1.70
H -4.67 3.64 2.03
H 7.20 -4.40 -8.97
H 0.39 -0.18 -2.04
C 8.77 -1.98 -6.81
C 1.04 3.23 0.09
C 0.65 -3.57 2.75
H 0.35 1.13 -4.93
C 1.28 -4.90 3.03
Ga -0.83 -7.39 1.80
O -4.62 2.53 -0.48
O 6.26 -1.35 -5.19
O -5.72 5.36 0.67
C -3.13 8.00 6.10
C -1.60 5.10 4.47
C -6.45 5.71 1.82
H 9.36 -3.99 -6.50
H -1.60 -5.76 3.80
C -3.71 3.27 1.66
C -3.22 -7.11 3.56
H -3.47 4.62 -0.74
H -1.25 11.08 6.12
H 8.56 -1.81 -5.75
C -1.08 -9.46 1.70
O 8.04 -1.08 -7.63
F -3.15 -9.13 -0.15
H -1.02 4.43 3.82
H 1.36 -2.94 2.23
O -0.94 9.05 6.44
H 0.33 -3.05 3.65
H 2.57 -0.86 -3.31
H -4.46 1.35 1.17
C 6.73 -0.69 -4.04
C -0.21 2.27 -3.20
H -1.30 -7.40 4.37
F -2.05 -10.04 -1.82
H 7.08 -5.80 -7.87
O -3.43 8.45 4.80
C 6.01 -0.52 -6.31
H 6.33 -0.39 -8.38
H 0.43 0.27 0.36
H -7.01 4.83 2.14
H 1.76 -7.67 2.43
N -1.58 -6.44 0.29
C -2.26 8.92 6.94
H 1.36 -5.10 0.87
H -4.34 1.17 -2.03
C -2.25 -10.10 -0.47
C -1.25 -2.67 1.73
O 1.19 1.97 -0.51
H 9.82 -1.70 -6.96
C 0.83 1.75 -4.16
H 3.01 -0.07 -4.85
H -3.94 -5.29 3.03
C 6.84 -4.74 -8.00
C -1.91 7.16 3.31
H 1.60 3.96 -0.50
H -1.60 9.15 4.11
H 0.23 2.97 -2.49
H -1.18 -0.26 -1.29
O -0.84 -1.60 1.32
H -2.72 6.99 6.10
C -3.32 5.18 0.18
O -1.00 1.30 -2.54
H 5.90 -0.38 -3.39
O -0.50 -3.77 1.90
H -4.29 2.89 -2.46
H -2.02 -9.72 2.17
H 0.26 10.39 5.51
C -0.96 -10.05 0.31
H -2.74 6.57 2.92
H -0.18 -9.58 -0.28
O 7.37 -3.97 -6.94
C -1.72 -6.81 3.55
H -1.22 7.35 2.48
C -4.51 6.07 0.47
C 0.10 1.07 -0.31
C 6.63 -1.07 -7.58
H 7.35 -1.39 -3.47
C 2.21 -0.20 -4.11
H -1.32 -6.88 -0.58
H -4.89 -6.50 2.52
H -0.68 -11.10 0.38
H 6.21 -2.04 -7.83
H 1.35 -0.68 -4.57
H 5.75 -4.63 -7.98
C 1.68 -5.64 1.75
H 4.92 -0.48 -6.46
H -0.26 -9.85 2.30
H -2.30 -2.85 1.98
H -2.74 9.90 7.02
F -2.91 -11.30 -0.25
*
```

Computed properties:
Frontier orbital gap ... 0.2185 hartree
Highest occupied orbital energy ... -4.053 eV

# 2
Molecular formula: C10H23Cl2FInN3O3
Method: DFT, ωB97M-V/def2-TZVPD

Structure (ORCA input):
```
! wB97M-V def2-TZVPD RIJCOSX def2/J DEFGRID3
* xyz 2 1
H 0.46 -4.00 4.42
H 4.67 -0.24 1.09
In -1.38 3.76 3.24
H -1.14 -0.23 -0.89
H 1.51 6.41 -2.82
H 1.31 -3.59 2.88
H -0.86 -2.31 -1.70
O -2.32 -1.36 3.82
H -2.57 -2.55 -1.10
F 0.95 0.98 1.39
C 0.35 -3.69 3.38
H -4.95 0.64 -1.96
C -3.02 0.18 -1.31
Cl 6.38 -1.95 1.30
O 0.81 4.81 -0.86
C 2.30 2.59 -3.23
H -0.11 -4.61 3.01
H 4.72 -1.25 -0.34
N -0.57 -2.59 3.33
H -0.20 -1.75 2.92
N -1.92 -0.57 -1.44
H -2.23 -3.53 5.75
H 3.06 3.17 -3.75
C -1.73 -2.46 3.89
Cl 6.38 0.40 -0.56
C 5.34 -0.73 0.38
N 1.95 3.33 -2.01
C -2.43 -3.58 4.68
H 1.93 2.82 -1.14
H -2.05 -4.56 4.41
O -3.11 1.16 -0.56
H -2.22 -2.16 -2.80
H 0.24 5.47 -3.48
C -4.25 -0.20 -2.03
H 1.98 5.12 -3.88
H -3.51 -3.56 4.51
C 1.32 4.48 -1.93
H 1.44 2.50 -3.89
C 1.26 5.39 -3.11
H 2.79 1.64 -3.01
H -4.68 -1.17 -1.78
C -1.91 -2.01 -1.77
H -3.99 -0.19 -3.09
*
```

Computed properties:
Frontier orbital gap ... 0.0741 hartree
Highest occupied orbital energy ... -14.510 eV
Energy relative to the best compared isomer or geometry (same formula, charge and spin) ... 389.7 kJ/mol

# 3
Molecular formula: C2H11N2O2
Method: DFT, ωB97M-V/def2-TZVPD

Structure (ORCA input):
```
! wB97M-V def2-TZVPD RIJCOSX def2/J DEFGRID3
* xyz 1 1
O 0.12 2.58 3.46
H -0.75 0.83 2.09
H -0.13 -0.48 -2.09
H 1.01 2.43 3.81
C -1.04 -0.70 -0.22
H 0.13 -1.93 -1.40
C -0.73 0.58 0.03
N -0.57 -1.21 -1.53
H -0.30 3.09 4.17
H 1.82 -2.94 -2.90
H -0.10 1.08 -0.71
N -0.84 1.25 1.18
H -0.44 2.18 1.25
H -1.26 -1.59 -2.18
H -1.85 -1.29 0.19
H 2.62 -1.77 -2.15
O 2.33 -2.12 -2.99
*
```

Computed properties:
Frontier orbital gap ... 0.3511 hartree
Highest occupied orbital energy ... -12.999 eV
Energy relative to the best compared isomer or geometry (same formula, charge and spin) ... 195.5 kJ/mol

# 4
Molecular formula: C62H83N6O7P2PbTe
Method: DFT, ωB97M-V/def2-TZVPD

Structure (ORCA input):
```
! wB97M-V def2-TZVPD RIJCOSX def2/J DEFGRID3
* xyz -1 1
C 3.46 0.75 3.78
C -4.73 -6.68 -0.68
O -2.88 1.33 -1.34
H -1.47 -7.75 -1.02
H 5.47 -1.69 -1.15
H 1.03 -2.06 6.86
C -0.75 -0.42 -3.50
H -0.39 1.85 4.62
H 4.72 -0.16 -4.58
C -5.42 0.52 -2.37
H 2.61 2.39 -0.38
H 5.91 -0.55 3.43
C 0.52 3.43 -5.29
C 2.86 1.46 1.53
C 1.63 -2.01 1.94
H -3.78 -5.53 -2.99
H -5.32 -5.81 -0.97
H -3.98 4.65 -5.95
H -0.45 4.19 -0.83
H -4.08 -3.03 2.40
C -4.08 3.81 -3.97
C 4.67 -2.80 -3.48
H -2.69 -2.57 7.21
H -4.81 -6.80 0.40
H -3.85 1.74 1.65
C 4.18 0.08 -1.91
H 6.26 1.13 3.88
N -1.57 -0.86 -4.49
C 3.58 -1.04 -0.15
C -1.93 -0.53 2.93
C 3.72 -1.98 -2.56
C 0.06 -2.33 7.27
P 0.81 0.50 -3.79
H -2.43 4.06 -5.33
H -1.49 0.51 -6.07
C 2.10 -1.41 -0.32
H -3.33 -2.11 -4.47
C 3.28 1.66 0.09
H 6.69 -2.41 -2.74
H -3.65 2.90 -5.88
H 2.95 -3.04 -4.84
C -1.12 -2.17 5.03
O -5.31 1.84 -1.82
H -1.91 -4.05 7.82
H 4.07 -1.82 4.63
H -6.34 0.51 -2.96
H -4.58 0.32 -3.04
H 0.79 -2.71 1.97
H 0.07 -0.49 5.62
H 3.49 1.09 -4.36
C 4.48 0.31 4.83
C 3.23 0.37 -0.72
H 4.31 2.04 0.06
H -2.97 -8.69 -1.16
H 4.35 -2.25 -5.59
H 4.38 -3.98 -5.28
H 0.90 -4.04 5.33
C -5.48 -0.53 -1.28
H 1.82 0.66 5.15
H 1.45 2.94 -5.58
H -0.75 -5.64 -1.52
O 1.48 -1.11 0.87
C -3.28 -6.53 -1.13
C -2.64 -3.30 0.88
H -0.64 -4.86 5.03
C -0.01 4.32 -3.00
O -0.92 -1.74 0.71
C 2.50 -2.80 -2.19
N 3.32 -0.49 -3.03
H -3.77 -7.30 -3.11
H -2.75 -4.06 6.26
H -0.29 2.97 -5.86
N 0.30 3.30 -3.87
H 6.57 -0.17 5.03
C 0.27 2.13 -3.16
C -2.12 -3.46 6.92
C -1.37 -2.89 0.38
C -0.62 -0.89 4.88
H 2.27 -3.64 -2.84
C -3.26 -6.43 -2.66
H 4.93 0.79 -2.24
H 1.31 -4.14 0.34
C 5.89 0.17 4.25
H 3.06 -0.44 -5.13
H -3.91 4.75 -3.45
C -2.27 -1.64 -2.56
H -2.80 -2.13 -1.76
H -5.65 -1.52 -1.71
H -3.13 1.79 3.27
H -5.17 -7.56 -1.15
C 3.68 0.02 -4.37
H -0.52 -0.95 -6.30
H 0.23 -3.00 8.13
C 4.53 1.34 5.97
H 0.12 -4.98 6.62
H -2.54 -7.92 0.38
C 4.08 -1.06 5.42
C -2.61 -5.29 -0.53
C -0.33 1.33 3.67
H -0.07 5.35 -3.32
H -2.35 -3.67 4.07
C -1.98 -2.65 4.03
C 1.79 -2.67 -1.07
C -0.20 3.74 -1.78
C -2.39 -1.86 2.97
C -0.06 -4.31 5.77
O 0.65 2.17 1.06
C -0.64 -3.83 -0.41
C 4.05 -3.02 -4.88
C 0.88 -3.81 -0.62
C 4.89 -4.17 -2.82
C 6.08 -2.18 -3.62
H -6.29 -0.30 -0.58
H -4.22 -4.71 0.79
C -2.52 -7.80 -0.71
H -2.24 -6.40 -3.04
C 2.12 0.88 4.12
C -1.46 -0.57 -5.90
Pb -0.70 0.55 -0.19
H 6.09 -1.10 -3.75
C -1.30 -4.97 -0.87
H -4.54 -0.53 -0.73
H -3.83 -1.59 1.41
C -3.49 1.13 2.48
C 3.80 1.03 2.46
H 2.57 -2.57 1.88
C -0.97 -0.05 3.82
O -2.45 0.31 1.97
H -5.16 3.64 -4.01
C -0.81 -3.05 6.24
H 5.72 -4.67 -3.31
H 4.01 -4.81 -2.90
C 4.47 -1.33 -1.36
H 4.82 0.91 2.12
C -2.55 -1.64 -3.89
C -3.50 3.86 -5.37
H 1.62 -1.42 2.86
N -1.15 -0.88 -2.33
N 1.89 -0.14 -1.20
H 5.26 1.04 6.73
H 0.58 4.48 -5.55
Te -4.05 4.40 -0.42
H -2.28 -1.03 -6.43
C 1.13 1.28 3.23
H -4.31 0.51 2.87
C 1.50 1.67 1.91
O -3.43 2.75 -3.26
H 3.56 1.45 6.45
H 4.83 2.32 5.58
H 3.08 -1.02 5.86
H -0.87 1.91 2.92
H -0.43 -1.43 7.64
N -0.03 2.39 -1.90
C -3.32 -2.42 1.91
H 6.57 -2.63 -4.49
C 1.87 -0.26 -2.62
H 5.13 -4.06 -1.76
H 4.01 -1.18 0.84
H 1.09 -4.62 -1.32
C -3.24 -4.46 0.41
H 4.78 -1.37 6.19
P -3.80 2.46 -1.68
*
```

Computed properties:
Frontier orbital gap ... 0.2092 hartree
Highest occupied orbital energy ... -3.930 eV
Energy relative to the best compared isomer or geometry (same formula, charge and spin) ... 17.0 kJ/mol

# 5
Molecular formula: H12O6
Method: DFT, ωB97M-V/def2-TZVPD

Structure (ORCA input):
```
! wB97M-V def2-TZVPD RIJCOSX def2/J DEFGRID3
* xyz 0 1
O -4.38 0.35 1.64
H 5.55 2.88 2.46
O 5.62 1.97 2.14
H -0.17 -0.94 -1.96
H 4.70 1.75 1.93
O -0.34 -2.21 0.51
O -4.22 1.36 -1.77
H -0.40 -1.33 0.12
O -0.59 -0.10 -1.72
H -4.43 0.95 -0.92
H 4.80 -1.01 -1.26
H 4.03 -2.13 -0.64
H -4.25 0.78 -2.53
O 3.90 -1.35 -1.19
H -3.66 0.61 2.21
H -5.17 0.62 2.13
H 0.19 0.45 -1.57
H -1.18 -2.66 0.41
*
```

Computed properties:
Structure (SMILES) ... O.O.O.O.O.O
Frontier orbital gap ... 0.4213 hartree
Highest occupied orbital energy ... -10.937 eV
Energy relative to the best compared isomer or geometry (same formula, charge and spin) ... 162.1 kJ/mol

# 6
Molecular formula: C3H5O4Rb
Method: DFT, ωB97M-V/def2-TZVPD

Structure (ORCA input):
```
! wB97M-V def2-TZVPD RIJCOSX def2/J DEFGRID3
* xyz 0 1
H 1.68 0.89 -1.56
O -0.96 -0.24 -0.10
H -0.59 -0.73 -2.08
H -0.71 1.01 -1.77
H -0.40 -0.30 2.84
Rb -2.99 1.47 1.54
O -0.27 0.31 2.11
O 0.51 -1.64 1.24
O 1.16 0.39 0.37
C 0.22 -0.45 1.00
C -0.37 0.05 -1.34
H 1.59 -0.87 -1.23
C 1.13 0.11 -1.02
*
```

Computed properties:
Frontier orbital gap ... 0.2352 hartree
Highest occupied orbital energy ... -7.559 eV
Energy relative to the best compared isomer or geometry (same formula, charge and spin) ... 135.4 kJ/mol

# 7
Molecular formula: C25H41BrN2P2Pb
Method: DFT, ωB97M-V/def2-TZVPD

Structure (ORCA input):
```
! wB97M-V def2-TZVPD RIJCOSX def2/J DEFGRID3
* xyz 4 1
H -0.19 -1.88 -3.47
H 2.98 -2.37 0.96
C -2.60 1.93 -0.21
P 1.88 -0.56 -0.21
C 1.82 4.16 -1.24
C 1.22 3.45 -3.47
C -0.54 3.57 -1.75
C 0.82 3.73 -2.14
P -1.46 -1.68 -1.41
C 3.15 4.13 -1.64
H -3.30 0.23 1.05
C 2.64 -2.26 -0.09
H -4.54 -2.24 -1.54
H -0.34 -4.31 -3.95
Br -5.04 1.19 2.93
H -1.98 -3.60 -3.92
H -4.07 4.98 -0.39
H 0.55 -2.18 3.87
C 3.75 -2.72 -1.04
H -1.41 -4.58 -2.55
H 5.20 0.93 1.10
H 1.36 0.69 -2.16
H 1.56 -1.01 -2.57
H -1.93 0.40 -2.48
C -3.37 1.30 0.73
C -0.47 -2.60 -2.68
H 0.24 -3.16 2.60
H -3.50 -0.07 -4.26
C -2.64 -2.93 -0.68
C -3.89 3.97 -0.05
H 2.92 3.25 -4.77
H -3.61 -1.80 -3.88
H -3.40 -0.27 -1.77
H 1.78 -2.93 -0.22
C -2.78 3.27 -0.58
H 2.84 0.70 1.54
H 5.11 0.14 -0.48
H -3.83 -3.63 -2.39
H 1.55 4.52 -0.22
H -2.07 -3.87 -0.57
H -0.97 -2.76 3.64
H -2.10 -1.12 -4.47
N 3.54 3.71 -2.85
H 0.45 -2.90 -2.16
H -5.53 3.92 1.35
C 2.03 -0.18 -2.03
H 4.69 -2.16 -0.91
C 3.18 0.57 0.50
H 3.46 -2.65 -2.09
C -1.72 3.78 -1.38
H 3.94 4.45 -0.96
N -0.15 -2.38 3.15
H -1.76 1.38 -0.65
H 3.21 0.30 -3.76
C 3.37 0.16 -2.67
H 3.05 1.55 0.01
H -2.84 -2.56 0.34
C 2.59 3.47 -3.76
C -3.96 -3.17 -1.40
H 4.82 -0.79 1.00
C -4.69 3.35 0.93
H 0.48 3.25 -4.25
C -2.53 -0.53 -2.40
Pb -1.04 -0.10 1.74
H 3.97 -3.78 -0.83
H 4.14 -0.61 -2.55
H 3.78 1.11 -2.31
C -4.35 2.07 1.37
H -4.57 -3.85 -0.78
C -2.96 -0.92 -3.82
C 4.65 0.18 0.52
C -1.10 -3.84 -3.31
*
```

Computed properties:
Frontier orbital gap (alpha / beta) ... 0.1369 / 0.1483 hartree
Highest occupied orbital energy (alpha / beta) ... -19.032 / -19.030 eV
Energy relative to the best compared isomer or geometry (same formula, charge and spin) ... 294.5 kJ/mol

# 8
Molecular formula: C5H8
Method: DFT, ωB97M-V/def2-TZVPD

Structure (ORCA input):
```
! wB97M-V def2-TZVPD RIJCOSX def2/J DEFGRID3
* xyz 0 1
H -1.14 -0.24 -1.71
C 0.76 -0.38 1.00
H -1.49 2.17 -0.59
H -0.01 -2.53 0.52
C -0.44 0.24 -1.08
H 1.83 -0.48 1.29
H 1.47 -0.95 -1.13
H 0.13 1.92 0.32
H -1.13 0.45 0.05
C 0.54 -0.67 -0.50
C -0.68 1.44 -0.28
C -0.13 -1.45 0.55
H 0.29 0.49 1.54
*
```

Computed properties:
Frontier orbital gap ... 0.2452 hartree
Highest occupied orbital energy ... -6.829 eV
Energy relative to the best compared isomer or geometry (same formula, charge and spin) ... 653.3 kJ/mol

# 9
Molecular formula: C6H12N2O
Method: DFT, ωB97M-V/def2-TZVPD

Structure (ORCA input):
```
! wB97M-V def2-TZVPD RIJCOSX def2/J DEFGRID3
* xyz 0 1
H -2.58 -1.19 1.30
C 1.87 1.43 -0.58
H -0.06 0.43 -1.83
N -0.99 0.71 1.18
H -2.96 1.28 -0.02
C 0.93 0.28 0.08
H -0.03 -1.26 -1.04
H 2.44 -0.74 1.64
O -2.31 0.98 -0.71
C -0.11 -0.19 -0.90
C 1.81 -0.78 0.74
H 2.47 1.71 0.31
C -1.45 0.13 -0.05
H 2.57 1.17 -1.39
H -3.04 -1.29 -0.40
H -1.48 -1.95 0.17
H 2.44 -1.08 -0.12
H 1.21 -1.72 0.88
C -2.26 -1.26 0.32
N 0.21 0.95 1.20
H 1.31 2.38 -0.78
*
```

Computed properties:
Structure (SMILES) ... CC1(C)C[C@](C)(O)N=N1
Frontier orbital gap ... 0.3707 hartree
Highest occupied orbital energy ... -9.210 eV
Energy relative to the best compared isomer or geometry (same formula, charge and spin) ... 241.1 kJ/mol